# 1
Entry from the Open Molecules 2025 dataset: a cluster of 2 separate species, CH3N3O2S2 in total (ωB97M-V/def2-TZVPD).

## Properties
Relative energy (zero: lowest compared OMol25 entry of this formula, charge and spin), kcal/mol: 75.46

ORCA input file:
```
! wB97M-V def2-TZVPD RIJCOSX def2/J DEFGRID3
* xyz 0 1
C -1.12084 0.65604 -0.84639
N -1.66220 0.15720 0.21640
N -0.01888 0.32651 -1.36291
N 2.02227 -1.18931 1.12462
O 0.81744 -1.49795 1.19198
O 2.86799 -1.70359 1.77609
S -2.04567 2.02046 -1.60326
S 2.35263 0.12457 0.07799
H -1.14740 -0.42597 0.77671
H -2.44359 0.58205 0.65946
H 0.37825 0.94999 -2.01069
*
```

***

# 2
Entry from the Open Molecules 2025 dataset: a cluster of 2 separate species, C11H11IN2 in total (ωB97M-V/def2-TZVPD).

## Properties
Relative energy (zero: lowest compared OMol25 entry of this formula, charge and spin), kcal/mol: 108.91

ORCA input file:
```
! wB97M-V def2-TZVPD RIJCOSX def2/J DEFGRID3
* xyz 0 1
C 2.68130 -1.51061 1.91912
C 2.77199 -1.81464 0.55395
C 1.53924 -0.89039 2.49294
C 1.65654 -1.55384 -0.27333
C 0.46882 -0.64924 1.63526
C 0.17576 2.67039 -1.75823
C 0.57473 1.60961 -1.06739
C 0.53941 -0.98151 0.25452
C -1.57221 1.40989 -1.60329
C -2.95137 0.96602 -1.51314
C -0.56330 -0.55520 -0.56234
N -1.17685 2.64173 -1.95021
N -0.48502 0.70787 -1.07892
I -1.24982 -1.94835 -2.10636
H 3.59548 -1.84130 2.40723
H 3.66538 -2.28846 0.24030
H 1.74235 -0.59764 3.56277
H 1.52495 -2.14261 -1.18020
H -0.35827 -0.03553 2.13842
H 0.76560 3.65807 -2.01762
H 1.60913 1.24823 -1.07717
H -3.10478 0.30256 -2.41860
H -2.95101 0.31671 -0.56287
H -3.67245 1.73280 -1.24145
H -2.12951 -0.55115 0.64069
*
```

***

# 3
Entry from the Open Molecules 2025 dataset: an isolated molecule of C17H17FN2O4S (ωB97M-V/def2-TZVPD).

## Properties
Relative energy (zero: lowest compared OMol25 entry of this formula, charge and spin), kcal/mol: 400.18
SMILES string: CC(=O)c1cccc(N(CC(=O)Nc2ccc(F)cc2)S(C)(=O)=O)c1

ORCA input file:
```
! wB97M-V def2-TZVPD RIJCOSX def2/J DEFGRID3
* xyz 0 1
C -1.28964 -2.91936 -2.01769
C -1.87225 -3.13227 -0.78176
O -2.19197 -4.12604 -0.40352
C -2.24330 -1.92924 -0.00050
C -1.65635 -0.85599 -0.39547
C -2.02618 0.35104 0.58245
C -2.96769 0.20670 1.75184
C -3.49922 -0.86047 1.74038
C -3.24502 -1.96756 0.99690
H -3.61480 -2.99302 1.28492
H -4.23757 -0.75641 2.69923
H -3.21796 1.30345 2.07263
N -1.34943 1.50109 0.13646
S -0.82590 1.99934 -1.31377
O -1.95248 1.51963 -2.31550
O 0.33738 1.21777 -1.44299
C -0.57023 3.53140 -1.37585
H -1.52451 4.11944 -0.94289
H 0.39953 4.05554 -0.94752
H -0.52233 3.98297 -2.36057
C -0.59283 2.29059 1.18320
H -0.95252 1.99765 2.40756
H -0.70332 3.49209 1.33033
C 0.87713 2.05656 1.18668
O 1.72047 3.07002 0.53292
N 1.30795 0.70799 1.08298
C 2.39111 -0.16070 0.65789
C 3.60009 0.85750 0.33631
C 4.59177 -0.04950 0.05533
C 4.62307 -1.42698 -0.10776
C 3.43445 -1.96482 0.05865
C 2.28712 -1.38689 0.40284
H 1.42897 -1.84255 0.77383
H 3.36725 -3.27557 -0.02141
F 5.63986 -2.14626 -0.58479
H 5.63663 0.69338 -0.25414
H 3.63229 1.77369 0.29003
H 0.43589 0.08600 1.50842
H -0.98579 -0.53774 -1.02644
H -1.95629 -2.01274 -2.57832
H -1.26593 -3.93046 -2.49858
H -0.44742 -2.53930 -1.70226
*
```

***

# 4
Entry from the Open Molecules 2025 dataset: a structure of composition C19H23N5O4PdS2 (ωB97M-V/def2-TZVPD).

ORCA input file:
```
! wB97M-V def2-TZVPD RIJCOSX def2/J DEFGRID3
* xyz 2 1
Pd 0.15796 -0.14374 -0.37946
O 0.10077 -0.29986 1.54526
N -0.64507 -1.23768 2.16204
C -0.55503 -1.32978 3.50889
C -1.31354 -2.27065 4.14540
C -2.15692 -3.10478 3.39632
C -2.22408 -2.98059 2.02864
C -1.42780 -2.01217 1.40802
S -1.32258 -1.76868 -0.30122
H 0.11782 -0.62884 3.97897
H -1.25408 -2.35028 5.22061
H -2.76038 -3.84945 3.89639
H -2.86318 -3.60790 1.42497
N 3.49222 2.26814 -7.34415
C 2.72228 1.80228 -6.36043
C 1.46468 1.20972 -6.65929
C 0.66263 0.75795 -5.65922
C 1.09941 0.85734 -4.31539
C 2.35629 1.42876 -4.00959
C 3.15100 1.89496 -5.01032
S 0.09975 0.30835 -3.09569
O -1.23321 0.10824 -3.55768
O 0.76329 -0.83938 -2.39574
N 0.24724 1.36468 -1.84916
C -0.92722 2.17268 -1.56560
N -1.43994 1.86639 -0.39809
C -2.52373 2.56867 -0.04240
C -3.02208 3.55891 -0.87132
C -2.36613 3.77812 -2.07721
N -1.29440 3.06800 -2.44045
H 3.20729 2.21035 -8.30699
H 4.38208 2.69750 -7.15662
H 1.15697 1.13000 -7.69273
H -0.30324 0.32562 -5.87338
H 2.67327 1.49571 -2.97747
H 4.11354 2.33836 -4.79611
H -2.97568 2.33163 0.91209
H -3.88703 4.14050 -0.59021
H -2.70575 4.53320 -2.77457
C 2.43364 -2.43146 -0.10526
C 3.24094 -1.15816 -0.17105
O 2.40475 0.02768 -0.13664
C 3.02752 1.12035 0.57510
C 2.08402 2.28874 0.69973
H 3.11418 -3.28052 -0.16284
H 1.73330 -2.51864 -0.93545
H 1.88851 -2.50625 0.83862
H 3.83827 -1.11482 -1.08440
H 3.91920 -1.10022 0.68269
H 3.92730 1.41012 0.02478
H 3.33764 0.75554 1.55814
H 1.80832 2.68771 -0.27560
H 2.57572 3.08575 1.25691
H 1.17737 2.02177 1.24704
*
```

***

# 5
Entry from the Open Molecules 2025 dataset: an isolated molecule of C5H11NO (ωB97M-V/def2-TZVPD).

## Properties
Relative energy (zero: lowest compared OMol25 entry of this formula, charge and spin), kcal/mol: 47.14
SMILES string: [H]/N=C(/C)C(C)(C)O

ORCA input file:
```
! wB97M-V def2-TZVPD RIJCOSX def2/J DEFGRID3
* xyz 0 1
C -1.02690 -0.22731 0.02624
C -1.64837 1.14794 0.03453
C 1.04882 -0.07384 1.39667
C 1.14478 0.52339 -1.25112
C 0.54637 -0.32226 -0.11172
N -1.79320 -1.17688 0.38433
O 0.84633 -1.71799 -0.36576
H -1.34822 1.86398 0.76512
H -2.77413 0.92723 0.15325
H -1.27160 1.52804 -0.96267
H 2.13378 -0.26961 1.29117
H 0.68362 -1.02148 2.00048
H 0.75296 0.83756 1.88615
H 0.80617 1.64631 -1.18659
H 2.18350 0.30990 -1.24793
H 0.74768 0.18050 -2.15364
H -1.31523 -2.14778 0.42201
H 0.28365 -2.00770 -1.08051
*
```

***

| no. | F_max (hartree/bohr) | total energy (a.u.) |
| --- | --- | --- |
| 1 | 0.0707 | -1150.82548 |
| 2 | 0.0796 | -832.79125 |
| 3 | 0.3879 | -1565.91727 |
| 4 | 0.0345 | -2236.09433 |
| 5 | 0.0730 | -327.05622 |